# 1
The following is a DFT calculation (ωB97M-V/def2-TZVPD) of C25H23AsAuN2OS as an isolated structure.

The geometry in XYZ format:
```
54
Properties=species:S:1:pos:R:3
Au -1.31 0.33 -0.04
O 2.32 -0.40 1.08
As 2.78 -0.74 -0.46
C 4.09 -2.16 -0.42
C 3.96 -3.08 0.61
C 4.84 -4.15 0.70
C 5.86 -4.29 -0.23
C 6.01 -3.36 -1.25
C 5.12 -2.29 -1.35
C 1.44 -1.36 -1.68
C 1.14 -2.72 -1.76
C 0.06 -3.14 -2.53
C -0.69 -2.22 -3.25
C -0.37 -0.87 -3.19
C 0.68 -0.43 -2.40
C 3.58 0.78 -1.33
C 3.82 1.89 -0.53
C 4.37 3.04 -1.09
C 4.67 3.07 -2.44
C 4.41 1.96 -3.25
C 3.86 0.82 -2.69
H 3.17 -2.94 1.34
H 4.73 -4.87 1.50
H 6.55 -5.12 -0.15
H 6.81 -3.46 -1.96
H 5.24 -1.56 -2.14
H 1.72 -3.44 -1.20
H -0.21 -4.19 -2.54
H -1.54 -2.55 -3.82
H -0.97 -0.14 -3.73
H 0.88 0.63 -2.31
H 3.55 1.85 0.52
H 4.55 3.91 -0.47
H 5.09 3.96 -2.88
H 4.63 2.00 -4.31
H 3.62 -0.03 -3.32
C -3.85 -0.92 -1.85
C -3.11 -1.92 -1.03
C -3.29 -3.29 -0.96
C -2.35 -3.78 -0.01
C -1.64 -2.68 0.44
C -0.53 -2.62 1.44
N -2.12 -1.55 -0.17
H -4.64 -1.41 -2.43
H -3.19 -0.39 -2.55
H -4.32 -0.15 -1.23
H -4.02 -3.86 -1.51
H -2.20 -4.80 0.31
H -0.52 -3.52 2.04
H -0.64 -1.76 2.10
H 0.45 -2.50 0.97
S -0.30 2.40 0.03
C -0.80 3.04 -1.46
N -1.13 3.52 -2.47
```

Properties
Orbital gap in eV: 6.643
E_tot in Ha: -3920.946791
LUMO energy in eV: 2.546
Charge: -1
Energy relative to the best compared isomer or geometry (same formula, charge and spin) in kJ/mol: 0.0

=====

# 2
The following is a DFT calculation (ωB97M-V/def2-TZVPD) of C20H21FeNO4 as an isolated structure at a distorted geometry.

The geometry in XYZ format:
```
47
Properties=species:S:1:pos:R:3
C 2.44 0.48 0.38
C 0.98 0.59 0.07
C 0.50 0.22 -1.26
Fe 1.04 1.69 -2.62
C 1.29 0.32 -3.79
O 1.74 -0.55 -4.39
C 2.92 1.57 -2.61
O 4.01 1.28 -2.88
C -0.77 2.41 -3.11
C 0.28 2.74 -4.05
C 1.30 3.48 -3.32
C 0.86 3.59 -1.95
C -0.39 2.90 -1.83
H 2.69 0.13 1.40
H 2.93 -0.19 -0.34
H 2.86 1.50 0.29
H 0.53 1.49 0.55
H 0.90 -0.74 -1.65
H -0.62 0.17 -1.30
H -1.71 1.91 -3.36
H 0.28 2.57 -5.13
H 2.16 3.98 -3.76
H 1.37 4.14 -1.15
H -1.01 2.88 -0.93
C -1.57 -4.88 0.87
C -2.59 -4.22 1.57
C -2.31 -3.05 2.29
C -1.01 -2.50 2.28
C -0.68 -1.28 3.11
C -0.32 0.03 2.38
C -0.92 1.22 3.11
O -2.17 1.44 2.44
C -2.09 0.87 1.18
O -2.97 1.01 0.35
N -0.90 0.16 1.07
C 0.01 -3.17 1.59
C -0.27 -4.33 0.86
H -1.78 -5.81 0.32
H -3.61 -4.63 1.57
H -3.10 -2.55 2.87
H -1.52 -1.06 3.78
H 0.22 -1.52 3.70
H 0.77 0.11 2.33
H -1.09 1.07 4.18
H -0.25 2.09 2.96
H 1.03 -2.77 1.65
H 0.53 -4.82 0.29
```

Properties
Orbital gap (alpha / beta) in eV: 6.453 / 6.471
E_tot in Ha: -2393.855549
Multiplicity: 5
LUMO energy (alpha / beta) in eV: 0.411 / -2.218
Charge: 0
Expectation value of S²: 6.123

=====

# 3
The following is a DFT calculation (ωB97M-V/def2-TZVPD) of C5H6N2 as an isolated structure at a distorted geometry.

The geometry in XYZ format:
```
13
Properties=species:S:1:pos:R:3
C 1.42 -0.14 1.53
C 0.50 0.38 0.56
C 0.15 1.42 -0.06
C -0.70 1.14 -1.10
C -0.32 -0.67 -0.15
H 2.73 0.39 1.58
H 1.57 -1.39 1.02
H 0.90 -0.26 2.66
H 0.05 2.54 0.14
H -0.83 1.75 -2.15
H -1.11 -2.06 -0.43
N -1.07 -0.07 -1.13
N -0.31 -1.89 0.05
```

Properties
Orbital gap in eV: 9.030
E_tot in Ha: -303.440620
LUMO energy in eV: -0.673
Charge: 0
Energy relative to the best compared isomer or geometry (same formula, charge and spin) in kJ/mol: 513.2

=====

# 4
The following is a DFT calculation (ωB97M-V/def2-TZVPD) of C57H44ClN2O4PS6SbW as an isolated structure at a distorted geometry.

The geometry in XYZ format:
```
117
Properties=species:S:1:pos:R:3
W 0.06 0.46 -0.40
C -3.23 2.89 -5.18
C -2.93 1.41 -5.09
C -3.45 0.63 -6.27
O -3.48 0.85 -3.90
C -2.46 0.58 -2.96
C -1.16 1.01 -3.65
O -1.52 1.21 -5.00
C -0.06 -0.07 -3.55
O 0.11 -0.22 -2.13
C 1.28 0.37 -4.17
C 2.17 -0.58 -4.65
C 3.42 -0.21 -5.12
C 3.80 1.12 -5.12
C 2.92 2.08 -4.64
C 1.67 1.71 -4.17
C -0.51 -1.38 -4.18
C -0.62 -1.46 -5.57
C -1.03 -2.63 -6.18
C -1.33 -3.76 -5.42
C -1.20 -3.70 -4.04
C -0.79 -2.52 -3.43
C -2.74 1.30 -1.64
O -1.59 1.15 -0.84
C -3.01 2.79 -1.84
C -1.97 3.72 -1.81
C -2.21 5.06 -2.06
C -3.50 5.49 -2.34
C -4.55 4.58 -2.36
C -4.30 3.23 -2.11
C -3.85 0.62 -0.83
C -4.02 1.03 0.49
C -4.99 0.45 1.29
C -5.81 -0.55 0.77
C -5.64 -0.96 -0.55
C -4.66 -0.37 -1.35
H -4.30 3.06 -5.04
H -2.94 3.27 -6.17
H -2.69 3.45 -4.42
H -4.52 0.81 -6.40
H -3.28 -0.44 -6.11
H -2.93 0.94 -7.18
H -2.43 -0.49 -2.75
H -0.78 1.93 -3.22
H 1.89 -1.63 -4.66
H 4.10 -0.97 -5.49
H 4.78 1.41 -5.48
H 3.20 3.13 -4.59
H 1.04 2.49 -3.77
H -0.37 -0.60 -6.17
H -1.11 -2.67 -7.26
H -1.65 -4.68 -5.90
H -1.42 -4.57 -3.43
H -0.70 -2.49 -2.36
H -0.95 3.42 -1.57
H -1.38 5.75 -2.03
H -3.70 6.54 -2.53
H -5.56 4.90 -2.57
H -5.12 2.53 -2.13
H -3.37 1.80 0.90
H -5.11 0.77 2.31
H -6.57 -1.02 1.39
H -6.26 -1.74 -0.96
H -4.55 -0.70 -2.37
S -0.91 0.46 2.04
C -2.05 -0.84 2.21
C -2.82 -0.95 3.37
C -3.75 -1.96 3.52
C -4.53 -2.04 4.73
N -5.15 -2.11 5.70
C -3.94 -2.88 2.48
C -3.18 -2.78 1.33
C -2.21 -1.78 1.20
S -1.19 -1.76 -0.19
C -4.94 -3.92 2.57
N -5.74 -4.74 2.64
H -2.68 -0.23 4.17
H -3.32 -3.49 0.52
Cl 2.14 -2.39 -1.88
C 3.14 -2.87 -0.55
C 4.11 -3.83 -0.82
C 4.91 -4.31 0.19
C 4.73 -3.85 1.49
C 3.77 -2.89 1.74
C 2.95 -2.36 0.73
P 1.73 -1.06 1.28
C 0.94 -2.10 2.59
C 0.39 -3.32 2.19
C -0.25 -4.15 3.10
C -0.35 -3.78 4.43
C 0.22 -2.59 4.85
C 0.85 -1.75 3.94
C 2.85 0.11 2.17
C 4.22 0.14 1.89
C 5.06 1.00 2.58
C 4.55 1.86 3.54
C 3.19 1.86 3.79
C 2.34 1.01 3.11
H 4.21 -4.19 -1.84
H 5.66 -5.06 -0.03
H 5.33 -4.22 2.30
H 3.64 -2.52 2.75
H 0.47 -3.63 1.16
H -0.68 -5.09 2.76
H -0.86 -4.42 5.14
H 0.16 -2.29 5.89
H 1.28 -0.82 4.29
H 4.63 -0.49 1.12
H 6.12 1.02 2.33
H 5.21 2.54 4.07
H 2.77 2.56 4.51
H 1.28 1.05 3.30
S 1.61 4.62 -2.10
Sb 2.27 3.30 -0.39
S 0.30 2.56 0.80
S 2.37 0.96 -0.99
S 4.00 3.96 0.87
```

Properties
Orbital gap in eV: 6.013
E_tot in Ha: -6107.239261
LUMO energy in eV: 0.578
Charge: -1
Energy relative to the best compared isomer or geometry (same formula, charge and spin) in kJ/mol: 0.0

=====

# 5
The following is a DFT calculation (ωB97M-V/def2-TZVPD) of C33H34CuN6P as an isolated structure.

The geometry in XYZ format:
```
75
Properties=species:S:1:pos:R:3
Cu 0.55 -0.14 -0.75
C -0.62 3.93 3.12
C -1.50 2.89 3.35
C -1.09 1.58 3.16
C 0.21 1.29 2.75
C 1.09 2.34 2.52
C 0.68 3.66 2.70
P 0.62 -0.47 2.43
C 1.04 -1.07 4.11
C 1.49 -2.39 4.19
C 1.77 -2.97 5.42
C 1.59 -2.24 6.59
C 1.15 -0.93 6.52
C 0.87 -0.35 5.29
C 2.27 -0.37 1.63
C 3.44 -0.35 2.39
C 4.67 -0.33 1.77
C 4.72 -0.36 0.38
C 3.55 -0.35 -0.36
C 2.27 -0.36 0.21
H -0.94 4.96 3.25
H -2.52 3.10 3.67
H -1.79 0.76 3.32
H 2.10 2.13 2.18
H 1.37 4.47 2.52
H 1.63 -2.95 3.28
H 2.13 -3.99 5.46
H 1.80 -2.69 7.55
H 1.01 -0.36 7.43
H 0.52 0.68 5.24
H 3.39 -0.35 3.47
H 5.58 -0.30 2.35
H 5.68 -0.38 -0.13
H 3.65 -0.37 -1.44
N -1.52 -2.16 -0.32
C -2.59 -1.32 -0.48
C -3.85 -1.86 -0.68
C -4.99 -1.06 -0.83
C -4.89 0.30 -0.78
C -3.63 0.90 -0.61
C -3.49 2.31 -0.57
C -2.26 2.86 -0.44
C -1.14 2.02 -0.37
N -1.21 0.70 -0.42
C -2.45 0.11 -0.50
H -0.72 -1.77 0.17
H -1.75 -3.09 -0.04
H -3.95 -2.94 -0.70
H -5.95 -1.54 -0.98
H -5.77 0.93 -0.86
H -4.38 2.92 -0.64
H -2.11 3.93 -0.38
H -0.15 2.44 -0.26
C 1.57 -0.66 -3.39
N 0.20 -0.44 -2.86
C -0.64 -1.56 -3.34
N -0.65 -1.65 -4.80
C 0.72 -1.83 -5.27
N 1.59 -0.73 -4.84
C 1.05 0.52 -5.37
N -0.33 0.75 -4.92
C -0.33 0.80 -3.46
C -1.15 -0.38 -5.34
H 1.95 -1.59 -2.97
H 2.21 0.16 -3.06
H -1.66 -1.42 -2.98
H -0.26 -2.49 -2.92
H 0.72 -1.88 -6.36
H 1.11 -2.77 -4.87
H 1.06 0.48 -6.46
H 1.67 1.35 -5.03
H -1.36 0.95 -3.12
H 0.28 1.64 -3.12
H -1.15 -0.44 -6.43
H -2.18 -0.22 -4.99
```

Properties
Orbital gap in eV: 7.131
E_tot in Ha: -3588.278738
LUMO energy in eV: -0.101
Charge: 0
Energy relative to the best compared isomer or geometry (same formula, charge and spin) in kJ/mol: 9.1

=====

# 6
The following is a DFT calculation (ωB97M-V/def2-TZVPD) of C4H6BaLiO2 as an isolated structure at a distorted geometry.

The geometry in XYZ format:
```
14
Properties=species:S:1:pos:R:3
O 2.26 1.10 -0.13
C 1.80 1.10 1.09
C 0.52 1.15 1.55
Li 4.10 1.85 0.07
Ba 1.50 -0.14 -2.16
H 0.32 0.98 2.60
H -0.20 1.69 0.92
C -1.71 -0.80 -0.46
C -0.50 -1.46 -0.36
O -2.59 -1.09 -1.39
H -1.91 0.12 0.10
H 0.19 -1.63 0.48
H -0.46 -2.41 -0.91
H -3.32 -0.46 -1.41
```

Properties
Orbital gap (alpha / beta) in eV: 6.655 / 7.197
E_tot in Ha: -338.882234
Multiplicity: 2
LUMO energy (alpha / beta) in eV: -7.991 / -8.023
Charge: +2
Energy relative to the best compared isomer or geometry (same formula, charge and spin) in kJ/mol: 49.8
Expectation value of S²: 0.757

=====

# 7
The following is a DFT calculation (ωB97M-V/def2-TZVPD) of the molecule C5H12N2O at a distorted geometry.

The geometry in XYZ format:
```
20
Properties=species:S:1:pos:R:3
C -0.18 2.57 -1.25
C -0.30 1.04 -1.27
N -0.18 0.51 0.09
C 1.68 -1.19 0.12
C 0.18 -0.89 0.19
C -0.37 -1.32 1.56
N -1.58 -1.96 1.54
O 0.22 -1.08 2.59
H -1.12 2.98 -0.91
H 0.00 2.92 -2.25
H 0.63 2.93 -0.61
H -1.29 0.82 -1.66
H 0.47 0.60 -1.90
H 0.31 1.13 0.71
H 1.95 -1.35 -0.92
H 2.02 -2.03 0.72
H 2.21 -0.36 0.58
H -0.39 -1.44 -0.56
H -2.02 -2.11 2.44
H -2.24 -1.78 0.80
```

Properties
Orbital gap in eV: 9.671
SMILES string: CCN[C@@H](C)C(N)=O
E_tot in Ha: -382.470964
LUMO energy in eV: 0.985
Charge: 0
Energy relative to the best compared isomer or geometry (same formula, charge and spin) in kJ/mol: 82.9

=====

# 8
The following is a DFT calculation (ωB97M-V/def2-TZVPD) of a 2-piece molecular cluster, C3H11N overall at a distorted geometry.

The geometry in XYZ format:
```
15
Properties=species:S:1:pos:R:3
C 1.98 -0.86 -0.87
C 1.10 -2.08 -1.26
H 2.77 -1.18 -0.20
H 1.35 -0.09 -0.41
H 2.38 -0.38 -1.77
H 0.04 -1.82 -1.24
H 1.29 -2.35 -2.30
H 1.25 -2.91 -0.58
C -1.68 1.33 1.70
N -1.84 2.31 0.66
H -1.54 0.32 1.29
H -2.48 1.49 2.41
H -0.76 1.43 2.30
H -1.08 2.43 -0.02
H -2.80 2.36 0.29
```

Properties
Orbital gap (alpha / beta) in eV: 10.505 / 5.323
E_tot in Ha: -175.284942
Multiplicity: 2
LUMO energy (alpha / beta) in eV: -4.099 / -9.281
Charge: +1
Energy relative to the best compared isomer or geometry (same formula, charge and spin) in kJ/mol: 7.9
Expectation value of S²: 0.754

=====

# 9
The following is a DFT calculation (ωB97M-V/def2-TZVPD) of a 2-piece molecular cluster, C5H10O2 overall at a distorted geometry.

The geometry in XYZ format:
```
17
Properties=species:S:1:pos:R:3
C 1.61 -0.55 -0.05
C 2.52 -1.06 -0.81
C -1.70 1.13 -0.64
O -2.80 0.68 -1.45
C -0.69 0.07 -0.28
C 0.60 0.30 -0.48
H 1.50 -0.80 1.04
H 2.83 -0.71 -1.81
H 3.17 -1.74 -0.45
H -1.40 2.07 -1.00
H -2.15 1.21 0.47
H -2.69 -0.28 -1.73
H -1.06 -0.84 0.20
H 0.75 1.35 -1.07
H -0.40 -0.83 3.13
H 0.33 0.23 2.43
O -0.41 -0.22 2.50
```

Properties
Orbital gap (alpha / beta) in eV: 10.210 / 6.066
E_tot in Ha: -346.540741
Multiplicity: 2
LUMO energy (alpha / beta) in eV: -4.563 / -8.555
Charge: +1
Energy relative to the best compared isomer or geometry (same formula, charge and spin) in kJ/mol: 313.3
Expectation value of S²: 0.768

=====

# 10
The following is a DFT calculation (ωB97M-V/def2-TZVPD) of C13H37BeF12N3O4P2 as an isolated structure at a distorted geometry.

The geometry in XYZ format:
```
72
Properties=species:S:1:pos:R:3
Be -0.03 0.26 0.52
P 2.86 -2.94 0.32
F 4.01 -4.06 -0.02
F 1.74 -4.08 0.26
F 3.05 -3.23 1.97
F 1.79 -1.77 0.60
F 4.04 -1.79 0.30
F 2.63 -2.82 -1.29
P -2.78 1.84 1.92
F -2.95 3.17 2.86
F -3.38 0.93 3.13
F -4.22 2.18 1.21
F -2.49 0.51 0.93
F -2.26 2.80 0.73
F -1.24 1.58 2.39
C 4.38 1.11 -1.05
C 3.00 1.14 -0.32
C 2.44 2.49 0.02
O 1.17 2.44 0.72
C 0.74 3.80 1.00
N 2.02 0.40 -1.10
H 5.02 1.52 -0.27
H 4.36 1.78 -1.91
H 4.71 0.13 -1.39
H 3.10 0.55 0.59
H 2.38 3.11 -0.87
H 3.13 2.94 0.72
H 0.06 3.75 1.85
H 0.23 4.26 0.16
H 1.53 4.51 1.28
H 2.13 0.80 -2.02
H 2.45 -0.48 -1.32
C -1.56 -4.15 -0.58
C -1.43 -2.81 0.12
C -0.99 -2.93 1.62
O -0.80 -1.64 2.22
C -0.73 -1.82 3.62
N -0.53 -1.95 -0.64
H -2.50 -4.63 -0.30
H -0.76 -4.83 -0.31
H -1.63 -4.09 -1.67
H -2.39 -2.30 0.20
H -0.08 -3.49 1.84
H -1.79 -3.47 2.12
H -1.02 -0.92 4.15
H 0.27 -2.02 4.02
H -1.42 -2.53 4.07
H 0.37 -2.41 -0.59
H -0.74 -2.07 -1.62
C -0.58 1.05 -3.58
C -1.66 1.56 -2.60
C -2.86 0.60 -2.35
O -3.60 0.30 -3.56
C -4.53 1.33 -4.01
N -0.98 1.82 -1.30
H 0.37 1.52 -3.34
H -0.90 1.19 -4.62
H -0.56 -0.04 -3.52
H -2.11 2.50 -2.94
H -3.59 1.02 -1.66
H -2.46 -0.32 -1.93
H -5.00 1.03 -4.94
H -3.94 2.24 -4.14
H -5.32 1.53 -3.29
H -0.33 2.57 -1.48
H -1.67 2.35 -0.78
C 2.61 -0.34 3.27
O 1.47 0.35 2.81
H 3.14 0.19 4.05
H 2.38 -1.33 3.68
H 3.29 -0.51 2.43
H 1.02 0.64 3.61
```

Properties
Orbital gap (alpha / beta) in eV: 4.400 / 9.572
E_tot in Ha: -2878.978332
Multiplicity: 2
LUMO energy (alpha / beta) in eV: 2.494 / 2.484
Charge: -1
Expectation value of S²: 0.751

=====

# 11
The following is a DFT calculation (ωB97M-V/def2-TZVPD) of C15H11N5O6RuS2 as an isolated structure at a distorted geometry.

The geometry in XYZ format:
```
40
Properties=species:S:1:pos:R:3
Ru 0.38 -0.68 -0.61
O -3.77 -1.29 -1.49
C -2.44 -1.09 -1.49
O -1.68 -1.93 -1.11
C -2.00 0.21 -2.06
C -2.83 1.14 -2.64
C -2.26 2.26 -3.24
C -0.89 2.40 -3.23
C -0.12 1.44 -2.59
N -0.67 0.38 -2.02
C 1.41 1.51 -2.52
O 1.93 2.51 -3.01
O 1.95 0.50 -1.98
H -3.89 -2.15 -1.04
H -3.90 0.97 -2.61
H -2.89 3.00 -3.72
H -0.39 3.24 -3.69
N 3.74 -3.33 -1.49
C 2.64 -2.68 -0.97
S 1.29 -2.45 -2.05
N 2.67 -2.38 0.28
N 1.57 -1.67 0.73
C 1.56 -1.47 1.99
C 0.60 -0.69 2.74
C 0.94 -0.31 4.04
C 0.16 0.57 4.76
C -1.00 1.07 4.18
C -1.40 0.63 2.93
C -0.63 -0.28 2.18
O -1.08 -0.73 1.04
H 3.82 -3.28 -2.49
H 4.59 -3.24 -0.97
H 2.39 -1.91 2.54
H 1.87 -0.68 4.46
H 0.46 0.88 5.76
H -1.59 1.82 4.70
H -2.31 1.00 2.47
O 0.64 3.24 1.51
S 0.35 2.44 0.33
N 0.77 1.02 0.37
```

Properties
Orbital gap (alpha / beta) in eV: 6.296 / 6.346
E_tot in Ha: -2194.801848
Multiplicity: 2
LUMO energy (alpha / beta) in eV: 2.092 / 2.106
Charge: -1
Energy relative to the best compared isomer or geometry (same formula, charge and spin) in kJ/mol: 153.2
Expectation value of S²: 0.761

=====

- Number 3 is which compound?
  C5H6N2